P.
Density functional theory data (wB97M-V/def2-TZVPD) for a cluster of 18 separate species, C52H153N13O18 in total.

Geometry as ORCA input:
```
! RIJCOSX wB97M-V def2-TZVPD def2/J DEFGRID3
* xyz 0 1
C 23.682 -18.007 18.044
C 24.154 -16.827 18.826
C 23.202 -15.633 18.826
O 23.853 -14.633 19.561
C 23.007 -13.614 20.053
N 24.332 -17.297 20.258
H 22.780 -18.494 18.384
H 24.423 -18.765 17.871
H 23.445 -17.740 16.992
H 25.139 -16.524 18.384
H 22.321 -15.832 19.471
H 22.921 -15.409 17.775
H 22.198 -14.053 20.679
H 22.506 -13.046 19.225
H 23.647 -12.963 20.666
H 24.859 -16.635 20.785
H 24.729 -18.265 20.232
C 17.592 -6.988 22.387
C 19.029 -7.564 22.514
C 20.115 -6.517 22.051
O 21.384 -7.022 22.336
C 22.427 -6.067 22.440
N 19.249 -7.945 23.840
H 17.153 -7.056 21.394
H 17.678 -5.958 22.633
H 16.850 -7.475 23.015
H 19.214 -8.386 21.888
H 19.862 -5.552 22.545
H 20.019 -6.445 20.973
H 23.302 -6.657 22.846
H 22.285 -5.296 23.214
H 22.533 -5.603 21.465
H 19.261 -7.106 24.471
H 20.199 -8.369 23.975
C 15.331 -16.836 19.230
C 15.584 -18.354 19.014
C 17.138 -18.527 18.993
O 17.796 -18.025 17.821
C 19.171 -18.338 17.873
N 15.094 -19.169 20.073
H 15.890 -16.289 18.477
H 15.613 -16.556 20.224
H 14.271 -16.558 18.969
H 15.093 -18.662 18.065
H 17.365 -19.584 19.117
H 17.438 -17.971 19.894
H 19.619 -17.773 18.704
H 19.607 -18.133 16.884
H 19.399 -19.388 18.257
H 14.069 -19.307 20.183
H 15.340 -18.840 20.991
C 16.286 -17.478 25.420
C 16.347 -17.923 23.999
C 16.835 -19.326 24.016
O 18.072 -19.566 24.663
C 18.582 -20.792 24.131
N 15.126 -17.881 23.273
H 17.215 -17.469 25.988
H 15.704 -18.245 26.001
H 15.846 -16.479 25.546
H 17.078 -17.314 23.452
H 16.847 -19.725 22.976
H 15.990 -19.814 24.460
H 18.728 -20.770 23.025
H 17.910 -21.639 24.331
H 19.636 -20.955 24.562
H 14.957 -16.929 22.980
H 14.427 -18.166 23.903
C 18.467 -7.583 17.394
C 17.434 -6.620 17.810
C 17.943 -5.188 17.946
O 18.702 -5.200 19.121
C 19.125 -3.873 19.524
N 16.297 -6.587 16.840
H 19.276 -7.766 18.064
H 18.917 -7.223 16.480
H 18.076 -8.553 17.099
H 17.026 -6.906 18.800
H 17.104 -4.466 18.044
H 18.567 -5.031 16.999
H 20.065 -3.497 18.953
H 19.376 -3.893 20.551
H 18.260 -3.207 19.475
H 15.508 -7.100 17.265
H 15.969 -5.603 16.883
C 19.131 -14.280 25.491
C 17.957 -13.752 26.294
C 18.340 -12.557 27.068
O 18.955 -11.471 26.288
C 19.247 -10.332 27.074
N 16.829 -13.426 25.381
H 18.633 -15.131 24.936
H 19.881 -14.699 26.159
H 19.646 -13.503 24.863
H 17.681 -14.479 27.009
H 19.163 -12.835 27.807
H 17.477 -12.175 27.676
H 19.548 -9.503 26.411
H 20.023 -10.532 27.780
H 18.321 -10.067 27.638
H 16.023 -13.010 25.790
H 17.272 -12.844 24.706
C 21.540 -9.819 18.342
C 22.808 -9.235 18.911
C 23.089 -7.875 18.419
O 22.014 -7.037 18.646
C 21.817 -6.060 17.689
N 22.726 -9.345 20.412
H 20.590 -9.408 18.679
H 21.525 -10.844 18.683
H 21.386 -9.800 17.248
H 23.671 -9.902 18.737
H 23.436 -7.960 17.339
H 23.979 -7.481 18.951
H 20.820 -5.607 17.926
H 21.730 -6.626 16.702
H 22.631 -5.299 17.564
H 21.961 -8.816 20.841
H 23.511 -8.933 20.861
C 23.023 -10.263 23.538
C 21.796 -11.086 23.202
C 22.037 -12.464 23.590
O 23.201 -12.968 22.978
C 23.430 -14.348 23.148
N 20.630 -10.453 23.870
H 23.056 -9.959 24.580
H 22.996 -9.323 22.935
H 23.867 -10.867 23.215
H 21.660 -11.045 22.109
H 21.270 -13.165 23.359
H 22.030 -12.476 24.750
H 23.710 -14.473 24.165
H 24.233 -14.658 22.511
H 22.537 -14.925 22.971
H 20.437 -10.660 24.810
H 19.745 -10.576 23.435
C 18.630 -10.950 20.838
C 18.134 -12.349 20.447
C 18.879 -13.360 21.297
O 18.492 -14.730 20.992
C 19.508 -15.628 21.188
N 16.704 -12.352 20.710
H 18.427 -10.679 21.873
H 18.109 -10.217 20.198
H 19.743 -10.790 20.746
H 18.432 -12.587 19.404
H 18.804 -13.118 22.391
H 19.956 -13.358 21.069
H 19.582 -15.852 22.230
H 20.496 -15.248 20.840
H 19.184 -16.439 20.500
H 16.419 -11.589 21.272
H 16.306 -13.125 21.195
C 18.179 -14.650 16.395
C 19.241 -13.585 16.654
C 20.437 -13.850 15.729
O 21.446 -13.003 16.284
C 22.525 -12.831 15.406
N 18.645 -12.209 16.482
H 18.588 -15.638 16.446
H 17.803 -14.552 15.349
H 17.291 -14.565 17.022
H 19.580 -13.684 17.703
H 20.106 -13.635 14.707
H 20.827 -14.853 15.759
H 23.130 -13.783 15.264
H 23.163 -12.074 15.838
H 22.198 -12.563 14.431
H 19.493 -11.579 16.542
H 18.385 -12.085 15.467
C 13.300 -12.408 24.437
C 12.963 -13.449 25.461
C 13.332 -14.854 24.971
O 13.172 -15.897 25.886
C 11.758 -16.253 26.181
N 13.790 -13.049 26.681
H 12.972 -12.678 23.439
H 14.384 -12.411 24.420
H 12.885 -11.474 24.792
H 11.940 -13.381 25.731
H 14.388 -14.874 24.645
H 12.794 -15.133 24.090
H 11.150 -15.445 26.664
H 11.759 -17.108 26.849
H 11.234 -16.433 25.263
H 13.924 -13.776 27.387
H 13.343 -12.321 27.239
C 11.504 -14.111 15.227
C 12.819 -13.911 16.016
C 14.015 -14.739 15.574
O 13.598 -16.108 15.543
C 14.702 -17.030 15.676
N 13.156 -12.492 16.070
H 11.152 -15.107 15.375
H 11.563 -14.075 14.203
H 10.820 -13.384 15.727
H 12.654 -14.358 17.002
H 14.911 -14.563 16.176
H 14.293 -14.451 14.524
H 15.025 -17.300 14.692
H 14.202 -17.988 15.985
H 15.484 -16.729 16.292
H 12.408 -11.945 16.498
H 13.935 -12.467 16.693
C 23.624 -19.256 23.959
C 22.267 -19.222 23.256
C 21.684 -17.744 23.279
O 21.800 -17.107 24.468
C 20.962 -17.623 25.429
N 22.345 -19.693 21.885
H 23.734 -18.595 24.865
H 24.431 -19.081 23.223
H 23.780 -20.256 24.345
H 21.644 -19.835 23.918
H 20.678 -17.876 22.891
H 22.279 -17.204 22.514
H 21.483 -18.554 25.639
H 19.954 -17.862 25.055
H 21.109 -16.917 26.254
H 22.476 -18.870 21.297
H 23.189 -20.267 21.853
O 15.717 -14.789 22.371
H 15.920 -14.511 23.300
H 16.590 -14.910 22.018
O 17.402 -9.865 24.177
H 17.779 -10.431 24.863
H 17.998 -9.070 24.093
O 15.259 -10.304 22.281
H 15.991 -10.188 22.929
H 15.460 -9.896 21.424
O 15.333 -9.408 19.203
H 15.509 -10.304 18.810
H 14.401 -9.265 18.975
O 15.844 -12.039 17.929
H 16.715 -11.892 17.539
H 15.917 -12.420 18.868
*
```

## Properties
- HOMO: -8.5 eV
- Kohn-Sham gap: 9.07 eV

=====

Q.
Density functional theory data (wB97M-V/def2-TZVPD) for a cluster of 18 separate species, C52H153N13O18 in total.

Geometry as ORCA input:
```
! RIJCOSX wB97M-V def2-TZVPD def2/J DEFGRID3
* xyz 0 1
O 17.070 25.599 -16.669
H 17.744 26.232 -16.311
H 17.311 25.480 -17.592
O 16.320 24.041 -12.645
H 16.089 23.829 -13.572
H 16.752 24.905 -12.702
O 15.618 23.445 -15.249
H 14.808 23.331 -15.756
H 16.179 24.021 -15.799
O 19.546 27.598 -13.143
H 20.252 27.109 -12.705
H 19.167 28.165 -12.444
O 16.363 29.647 -14.980
H 15.665 29.786 -15.645
H 16.242 30.382 -14.329
C 19.897 31.568 -12.725
C 21.038 31.169 -11.821
C 20.518 30.481 -10.531
O 19.627 29.446 -10.895
C 19.141 28.625 -9.827
N 21.862 30.194 -12.570
H 19.280 30.745 -13.086
H 20.236 32.161 -13.570
H 19.205 32.202 -12.154
H 21.637 32.050 -11.587
H 20.000 31.225 -9.916
H 21.354 29.968 -10.044
H 19.963 28.002 -9.464
H 18.422 27.961 -10.308
H 18.668 29.310 -9.129
H 21.286 29.376 -12.735
H 22.644 30.005 -11.951
C 13.517 33.455 -18.402
C 13.869 32.439 -17.315
C 14.197 31.052 -17.914
O 14.282 30.105 -16.850
C 14.374 28.761 -17.296
N 15.024 33.009 -16.581
H 14.270 33.595 -19.178
H 13.363 34.419 -17.917
H 12.579 33.226 -18.913
H 13.089 32.311 -16.562
H 15.162 31.089 -18.426
H 13.355 30.737 -18.535
H 13.495 28.392 -17.839
H 14.427 28.159 -16.389
H 15.231 28.651 -17.964
H 15.756 33.220 -17.252
H 15.332 32.245 -15.982
C 16.946 26.341 -7.278
C 17.855 27.450 -6.770
C 17.230 28.804 -7.076
O 18.160 29.797 -6.681
C 17.807 31.073 -7.139
N 17.942 27.238 -5.286
H 17.425 25.366 -7.228
H 16.706 26.520 -8.331
H 15.999 26.271 -6.742
H 18.865 27.488 -7.178
H 16.300 28.922 -6.499
H 16.867 28.895 -8.108
H 16.966 31.595 -6.661
H 17.480 31.108 -8.187
H 18.662 31.738 -7.027
H 16.994 27.124 -4.939
H 18.234 28.153 -4.941
C 9.163 21.347 -12.971
C 10.189 21.559 -11.821
C 11.172 22.614 -12.304
O 11.775 22.260 -13.543
C 12.780 23.086 -14.036
N 9.483 21.966 -10.606
H 8.350 20.691 -12.648
H 9.609 20.910 -13.861
H 8.697 22.305 -13.211
H 10.658 20.590 -11.646
H 11.979 22.709 -11.564
H 10.661 23.573 -12.454
H 12.553 24.158 -14.099
H 12.922 22.784 -15.079
H 13.760 22.979 -13.558
H 9.043 22.865 -10.825
H 10.192 22.340 -9.963
C 16.873 31.160 -10.876
C 15.683 31.692 -11.660
C 15.141 32.997 -11.094
O 14.985 33.012 -9.683
C 13.732 32.469 -9.243
N 15.957 31.800 -13.109
H 17.634 31.941 -10.773
H 17.369 30.257 -11.228
H 16.536 30.936 -9.862
H 14.850 30.984 -11.571
H 14.214 33.316 -11.588
H 15.792 33.867 -11.241
H 13.617 31.496 -9.710
H 12.910 33.169 -9.400
H 13.808 32.336 -8.164
H 16.823 32.330 -13.196
H 15.206 32.389 -13.465
C 16.056 20.073 -9.639
C 15.968 21.576 -9.977
C 15.857 22.469 -8.747
O 15.808 23.845 -9.062
C 14.708 24.282 -9.809
N 17.181 21.922 -10.774
H 16.649 20.024 -8.721
H 16.417 19.402 -10.412
H 15.067 19.714 -9.332
H 15.068 21.649 -10.604
H 16.755 22.318 -8.147
H 14.987 22.225 -8.127
H 14.672 25.360 -9.654
H 13.734 23.845 -9.548
H 14.747 24.026 -10.875
H 16.962 22.829 -11.186
H 17.177 21.237 -11.521
C 8.767 25.331 -14.910
C 8.857 25.790 -16.355
C 9.901 26.897 -16.506
O 9.549 27.978 -15.686
C 10.600 28.848 -15.402
N 8.972 24.726 -17.346
H 9.722 24.998 -14.490
H 7.995 24.577 -14.757
H 8.496 26.199 -14.299
H 7.914 26.322 -16.544
H 10.140 27.088 -17.557
H 10.840 26.479 -16.101
H 11.324 28.435 -14.686
H 10.239 29.767 -14.942
H 11.158 29.125 -16.307
H 9.921 24.380 -17.224
H 8.299 23.993 -17.185
C 8.183 32.970 -14.880
C 9.243 33.751 -14.086
C 10.581 33.046 -14.157
O 10.528 31.903 -13.323
C 11.778 31.233 -13.328
N 9.358 35.089 -14.639
H 7.191 33.418 -14.774
H 8.017 31.954 -14.505
H 8.375 32.906 -15.952
H 8.973 33.866 -13.037
H 11.296 33.718 -13.657
H 10.933 32.912 -15.188
H 12.550 31.887 -12.896
H 12.077 31.020 -14.356
H 11.722 30.395 -12.639
H 9.529 35.146 -15.632
H 8.640 35.747 -14.389
C 15.789 27.175 -11.544
C 15.128 26.840 -12.884
C 13.980 27.763 -13.286
O 12.908 27.703 -12.334
C 12.074 26.581 -12.582
N 16.191 26.787 -13.890
H 16.333 26.322 -11.133
H 15.033 27.456 -10.806
H 16.541 27.962 -11.623
H 14.737 25.820 -12.848
H 13.528 27.592 -14.270
H 14.334 28.797 -13.323
H 12.684 25.674 -12.580
H 11.582 26.605 -13.559
H 11.321 26.435 -11.812
H 16.458 27.725 -14.217
H 15.849 26.378 -14.759
C 12.688 28.127 -8.491
C 11.425 27.920 -9.315
C 10.178 28.013 -8.421
O 10.176 26.930 -7.515
C 9.147 27.060 -6.526
N 11.374 29.057 -10.249
H 12.683 29.084 -7.974
H 13.639 27.939 -8.988
H 12.639 27.377 -7.690
H 11.337 26.942 -9.800
H 9.275 27.866 -9.033
H 10.124 29.036 -8.031
H 9.321 26.277 -5.795
H 8.216 26.911 -7.085
H 9.148 28.053 -6.075
H 12.002 28.853 -11.025
H 10.481 29.222 -10.709
C 5.987 23.803 -9.382
C 5.792 24.477 -10.739
C 6.992 24.231 -11.680
O 8.251 24.656 -11.176
C 8.207 25.998 -10.771
N 4.541 23.891 -11.311
H 6.885 24.180 -8.885
H 6.073 22.724 -9.501
H 5.150 24.075 -8.740
H 5.517 25.529 -10.649
H 6.847 24.706 -12.660
H 7.008 23.174 -11.951
H 7.563 26.669 -11.345
H 9.206 26.444 -10.801
H 7.932 26.151 -9.720
H 4.344 24.495 -12.107
H 4.784 22.979 -11.693
C 10.769 20.531 -6.005
C 11.217 21.073 -7.345
C 11.322 22.562 -7.394
O 11.549 22.965 -8.729
C 11.254 24.323 -8.982
N 12.551 20.511 -7.681
H 9.827 21.015 -5.722
H 11.459 20.737 -5.184
H 10.553 19.463 -6.005
H 10.510 20.710 -8.100
H 12.126 22.965 -6.768
H 10.354 22.961 -7.055
H 10.226 24.505 -8.634
H 11.336 24.549 -10.041
H 11.789 25.059 -8.372
H 12.452 19.527 -7.920
H 12.828 20.916 -8.575
C 18.600 28.417 -18.263
C 19.497 28.481 -17.021
C 19.730 29.963 -16.635
O 20.724 30.524 -17.464
C 21.475 31.546 -16.848
N 18.758 27.828 -15.928
H 18.181 27.426 -18.455
H 19.114 28.678 -19.189
H 17.723 29.055 -18.136
H 20.460 27.985 -17.146
H 20.035 29.965 -15.583
H 18.805 30.525 -16.820
H 22.282 31.822 -17.525
H 21.951 31.138 -15.949
H 20.918 32.441 -16.551
H 17.964 28.451 -15.759
H 19.268 27.926 -15.044
*
```

## Properties
- HOMO: -8.4 eV
- Kohn-Sham gap: 8.72 eV

=====

Energies, relative to the best one, in hartree: P 0.0964; Q 0.0000.

=====

P.
Density functional theory data (wB97M-V/def2-TZVPD) for the molecule C2H3NOS.

Geometry as ORCA input:
```
! RIJCOSX wB97M-V def2-TZVPD def2/J DEFGRID3
* xyz 0 3
C 0.156 -1.685 0.043
C 0.108 0.888 0.235
N 1.380 -1.264 0.084
O 1.311 0.255 0.276
S -1.157 -0.522 0.178
H -0.120 -2.679 -0.032
H -0.058 1.468 1.186
H -0.090 1.451 -0.782
*
```

## Properties
- ⟨S²⟩: 2.007
- HOMO (alpha / beta): -5.7 / -10.7 eV
- Kohn-Sham gap (alpha / beta): 6.22 / 8.24 eV

=====

Q.
Density functional theory data (wB97M-V/def2-TZVPD) for the molecule C2H3NOS.

Geometry as ORCA input:
```
! RIJCOSX wB97M-V def2-TZVPD def2/J DEFGRID3
* xyz 0 3
C -0.391 1.068 -0.792
C 0.603 -0.613 0.628
N -0.377 -0.049 -0.206
O -1.398 -0.714 -0.728
S -0.962 2.388 -1.331
H 1.480 -0.840 -0.013
H 0.793 0.180 1.323
H 0.252 -1.422 1.118
*
```

## Properties
- ⟨S²⟩: 2.013
- HOMO (alpha / beta): -6.7 / -10.1 eV
- Kohn-Sham gap (alpha / beta): 7.31 / 8.48 eV

=====

R.
Density functional theory data (wB97M-V/def2-TZVPD) for a cluster of 2 separate species, C2H3NOS in total.

Geometry as ORCA input:
```
! RIJCOSX wB97M-V def2-TZVPD def2/J DEFGRID3
* xyz 0 3
C 1.429 0.336 0.110
C 0.150 -0.146 0.579
N 2.348 0.898 -0.307
O -0.292 -1.364 0.207
S -1.442 1.501 -0.882
H -0.092 0.057 1.597
H 0.344 -1.758 -0.326
H -2.444 0.476 -0.978
*
```

## Properties
- ⟨S²⟩: 2.012
- HOMO (alpha / beta): -7.9 / -9.9 eV
- Kohn-Sham gap (alpha / beta): 8.38 / 7.05 eV

=====

Energies, relative to the best one, in hartree: P 0.0823; Q 0.0502; R 0.0000.